Entry from the OMol25 dataset: C43H45N3O3P2PtS2Te as an isolated structure (wB97M-V/def2-TZVPD).

Last column: Löwdin charge in e.
Geometry (Å):
Pt 0.440 -0.012 -0.697  0.7740
C -2.548 -0.552 -1.218  -0.1650
C -1.989 -1.642 -0.325  -0.1673
N -0.567 -1.917 -0.633  -0.2087
C -0.323 -2.833 -1.774  -0.2365
C -0.621 -2.296 -3.171  -0.4265
S 0.145 -0.693 -3.569  0.8954
C -1.298 0.381 -3.819  -0.4365
C -1.701 1.269 -2.637  -0.2415
N -1.599 0.587 -1.327  -0.1868
H -3.517 -0.216 -0.843  0.1403
H -2.725 -0.941 -2.215  0.0972
H -2.593 -2.548 -0.433  0.1384
H -2.029 -1.331 0.719  0.1166
H -0.185 -2.354 0.203  0.0753
H -0.903 -3.751 -1.628  0.1361
H 0.732 -3.098 -1.733  0.0979
H -1.685 -2.239 -3.388  0.0743
H -0.213 -3.022 -3.874  0.0877
H -2.121 -0.247 -4.158  0.0786
H -1.057 1.030 -4.661  0.0841
H -2.728 1.610 -2.802  0.1337
H -1.059 2.148 -2.590  0.0967
H -1.843 1.263 -0.611  0.1027
Te 4.810 1.618 -1.350  1.3216
C 6.113 2.027 0.267  -0.5583
C 5.714 2.856 1.309  -0.1508
C 6.575 3.050 2.375  -0.1498
N 7.781 2.490 2.461  0.0699
C 8.164 1.715 1.454  -0.1311
C 7.369 1.448 0.341  -0.1248
C 3.187 1.201 -0.121  -0.9579
P 1.634 1.885 -0.543  0.6738
C 1.011 2.862 0.897  -0.2738
C 1.875 3.040 2.121  -0.2012
C 1.867 4.465 2.600  0.0070
C 0.648 4.950 2.794  -0.0319
C -0.464 4.011 2.407  -0.2445
C -0.210 3.367 1.053  -0.0600
C 1.707 3.108 -1.859  -0.3968
C 1.505 2.722 -3.180  -0.1177
C 1.691 3.635 -4.209  -0.0512
C 2.086 4.932 -3.919  -0.0477
C 2.308 5.318 -2.602  -0.0518
C 2.123 4.410 -1.574  -0.0888
P 2.460 -0.372 0.275  0.7624
C 3.441 -1.859 -0.032  -0.3256
C 4.832 -1.797 -0.045  -0.0913
C 5.583 -2.962 -0.132  -0.0492
C 4.955 -4.196 -0.190  -0.0540
C 3.569 -4.269 -0.130  -0.0608
C 2.821 -3.108 -0.045  -0.1024
C 2.383 -0.429 2.108  -0.2612
C 1.340 -0.959 2.857  -0.3142
C 1.386 -0.947 4.248  -0.0178
C 2.490 -0.424 4.897  -0.0615
C 3.558 0.083 4.166  -0.0626
C 3.496 0.079 2.785  -0.0864
H 4.748 3.347 1.287  0.0743
H 6.291 3.695 3.201  0.1046
H 9.150 1.273 1.537  0.1131
H 7.736 0.792 -0.440  0.0974
H 2.838 2.544 2.040  0.1073
H 2.787 4.992 2.808  0.1349
H 0.420 5.920 3.211  0.1353
H -1.465 4.405 2.566  0.1497
H -1.016 3.297 0.336  0.1230
H 1.251 1.695 -3.404  0.0501
H 1.541 3.329 -5.236  0.1161
H 2.235 5.644 -4.720  0.1173
H 2.635 6.325 -2.381  0.1161
H 2.310 4.716 -0.551  0.1053
H 5.346 -0.849 0.024  0.0469
H 6.663 -2.902 -0.147  0.1156
H 5.542 -5.102 -0.261  0.1154
H 3.073 -5.231 -0.138  0.1130
H 1.746 -3.190 0.060  0.0773
H -0.461 -1.600 2.842  0.1121
H 0.567 -1.376 4.816  0.1258
H 2.527 -0.434 5.979  0.1158
H 4.434 0.467 4.672  0.1140
H 4.313 0.494 2.201  0.0979
C -0.778 4.069 9.258  -0.0220
C -0.627 3.670 7.821  -0.2274
C 0.623 3.673 7.203  0.0004
C 0.768 3.323 5.873  -0.0252
C -0.372 2.958 5.161  -0.2967
C -1.637 2.929 5.751  -0.0326
C -1.749 3.291 7.078  -0.0046
S -0.284 2.541 3.484  0.9266
O 1.204 2.237 3.240  -0.2142
O -1.207 1.511 3.118  -0.2373
O 0.266 -1.530 2.211  -0.0034
H 0.183 4.114 9.765  0.0869
H -1.423 3.370 9.791  0.0949
H -1.243 5.055 9.324  0.1014
H 1.499 3.946 7.777  0.1286
H 1.740 3.309 5.403  0.1205
H -2.504 2.613 5.186  0.1239
H -2.720 3.269 7.554  0.1322

Results
Energy relative to the best compared isomer or geometry (same formula, charge and spin) = 260.6 kJ/mol
LUMO = -5.39 eV
HOMO = -11.652 eV
Gap between HOMO and LUMO = 6.260 eV
Total charge = +2